Entry i
Molecular formula: C3H7IN3
Method: DFT, wB97M-V/def2-TZVPD

- highest occupied orbital energy (eV) = -13.001
- LUMO (eV) = -4.29
- gap between HOMO and LUMO (eV) = 8.7
- charge = +1

Cartesian coordinates (Å):
C1 -0.10358 -1.79953 0.44983
C2 -0.57078 0.64244 0.55574
C3 0.76716 1.02206 -1.33804
N1 0.83601 -1.17463 -0.11232
N2 -1.20669 -1.09642 0.77904
N3 0.73277 0.25054 -0.03337
I1 -2.78269 -1.40401 1.93614
H1 -0.14967 -2.81734 0.62525
H2 -1.20671 1.14638 -0.15279
H3 -0.40106 1.14196 1.58172
H4 0.64172 2.00424 -0.99664
H5 1.87366 0.81678 -1.69535
H6 0.07470 0.72509 -2.16418
H7 1.49515 0.54244 0.56497

Entry ii
Molecular formula: C3H7IN3
Method: DFT, wB97M-V/def2-TZVPD

- highest occupied orbital energy (eV) = -13.913
- LUMO (eV) = -4.51
- gap between HOMO and LUMO (eV) = 9.4
- charge = +1
- SMILES = C[N@H+]1N=CN[C@@H]1I

Cartesian coordinates (Å):
C1 -0.69451 -0.02200 -1.69278
C2 -0.63351 0.78533 0.47274
C3 1.09766 -1.13897 0.84133
N1 0.54328 -0.22586 -1.40509
N2 -1.40285 0.48362 -0.66854
N3 0.64023 0.22478 0.00544
I1 -0.28482 3.00750 0.89811
H1 -1.19965 -0.62458 -2.50529
H2 -0.92379 0.29629 1.47201
H3 0.29933 -1.50632 1.42785
H4 1.44343 -1.95107 0.21257
H5 1.99661 -0.81881 1.36800
H6 -2.32419 0.83321 -0.82083
H7 1.44277 0.65689 0.39449

The structure with the most favorable energy is entry ii; the runner-up is 32.5 kcal/mol above it.

Entry i
Molecular formula: C7H18N2
Method: DFT, wB97M-V/def2-TZVPD

- highest occupied orbital energy (spin up / spin down) (eV) = -7.165 / -6.697
- LUMO (spin up / spin down) (eV) = 0.79 / 0.60
- gap between HOMO and LUMO (spin up / spin down) (eV) = 8.0 / 7.3

Cartesian coordinates (Å):
C1 -1.08520 0.12999 0.12421
C2 1.31846 0.10076 0.78973
C3 0.24087 -0.37125 -1.85421
C4 -1.54556 -1.27835 0.41222
C5 -1.46567 1.12887 1.18846
C6 2.26016 1.20314 0.40429
C7 1.86628 -1.29366 0.71231
N1 -0.13149 0.47614 -0.74248
N2 -2.50925 0.71839 -1.33965
H1 0.83003 0.29437 1.73970
H2 -2.43573 0.17109 -2.19793
H3 -2.25009 1.66881 -1.60695
H4 1.32184 -0.29208 -1.98695
H5 -0.21699 0.03027 -2.75692
H6 -0.00867 -1.43354 -1.77644
H7 -1.18147 -1.60386 1.38780
H8 -2.63450 -1.26067 0.44271
H9 -1.24210 -2.00121 -0.33989
H10 -2.54092 1.28818 1.10661
H11 -0.95867 2.07832 1.03098
H12 -1.26518 0.75414 2.19298
H13 2.28043 -1.51403 -0.27269
H14 1.76307 2.17216 0.40883
H15 2.68730 1.03458 -0.58550
H16 3.09141 1.26313 1.12039
H17 2.68848 -1.41445 1.43179
H18 1.12315 -2.04924 0.96658

Entry ii
Molecular formula: C7H18N2
Method: DFT, wB97M-V/def2-TZVPD

- highest occupied orbital energy (eV) = -8.347
- LUMO (eV) = 0.88
- gap between HOMO and LUMO (eV) = 9.2
- SMILES = CC(C)(C)N.C/C=C\N

Cartesian coordinates (Å):
C1 0.70004 -1.30795 -1.08104
C2 1.07388 -0.91416 0.34986
C3 1.32904 -0.38133 -2.12334
C4 1.04785 -2.76975 -1.35802
N1 -0.74745 -1.12639 -1.39461
H1 -1.30938 -1.76626 -0.83888
H2 -1.06288 -0.20527 -1.09562
H3 0.79505 0.11947 0.54793
H4 2.15082 -0.99268 0.48437
H5 0.58136 -1.56700 1.07131
H6 0.50159 -3.42755 -0.68174
H7 0.43010 -0.54414 -2.88616
H8 1.26445 0.66390 -1.82306
H9 2.37251 -0.63307 -2.29805
H10 2.11686 -2.92954 -1.23315
H11 0.77707 -3.03384 -2.37850
C5 -0.56199 1.85346 2.86810
N2 -2.16674 1.20224 0.37794
C6 -1.16791 2.17410 0.44341
C7 -0.41148 2.45384 1.50304
H12 -2.51488 0.90653 1.27924
H13 -2.92282 1.42560 -0.25288
H14 -0.94041 2.61932 -0.51692
H15 0.44887 3.09022 1.35586
H16 -0.25555 2.56726 3.63137
H17 -1.59248 1.55761 3.06916
H18 0.06450 0.96539 2.98039

The structure with the most favorable energy is entry ii; the runner-up is 86.9 kcal/mol above it.

Entry i
Molecular formula: C6H13N
Method: DFT, wB97M-V/def2-TZVPD

- highest occupied orbital energy (spin up / spin down) (eV) = 1.479 / -4.088
- LUMO (spin up / spin down) (eV) = 3.56 / 3.46
- gap between HOMO and LUMO (spin up / spin down) (eV) = 2.1 / 7.5
- 2S+1 = 2
- charge = -1

Cartesian coordinates (Å):
C1 -1.07154 -2.34336 2.14403
C2 0.13596 -1.60594 1.56257
C3 0.13047 -1.34342 0.05113
C4 0.80101 -0.06466 -0.33425
C5 0.14342 0.96500 -0.87810
N1 0.64566 2.23608 -1.07943
C6 0.05790 3.07928 -2.11914
H1 -0.76361 -3.34762 2.43927
H2 -1.43961 -1.85179 3.04595
H3 -1.93096 -2.44831 1.47516
H4 1.03974 -2.12712 1.88732
H5 0.27552 -0.63890 2.06047
H6 -0.89568 -1.39624 -0.31425
H7 0.61566 -2.18553 -0.45810
H8 1.84966 0.03642 -0.08548
H9 -0.90773 0.89126 -1.12066
H10 1.65698 2.25652 -1.04838
H11 -0.51923 2.49370 -2.84547
H12 0.82415 3.59727 -2.70745
H13 -0.64776 3.79735 -1.67520

Entry ii
Molecular formula: C6H13N
Method: DFT, wB97M-V/def2-TZVPD

- highest occupied orbital energy (spin up / spin down) (eV) = 1.414 / -5.649
- LUMO (spin up / spin down) (eV) = 3.64 / 3.51
- gap between HOMO and LUMO (spin up / spin down) (eV) = 2.2 / 9.2
- 2S+1 = 2
- charge = -1

Cartesian coordinates (Å):
C1 -2.52504 0.82274 -0.09560
C2 -1.02769 0.99321 0.12928
C3 -0.30811 -0.34748 -0.05659
C4 1.21012 -0.25294 -0.01444
C5 2.99170 -1.75265 -0.99294
C6 1.82493 -1.57094 -0.39703
N1 -0.69206 1.52042 1.46055
H1 -2.68865 0.32261 -1.05487
H2 -2.99886 1.80776 0.00386
H3 -2.95018 0.23665 0.72789
H4 -0.62605 1.64443 -0.64425
H5 -0.61628 -0.80413 -0.99906
H6 -0.66567 -1.00924 0.73447
H7 1.56157 0.55493 -0.66989
H8 1.56969 0.05737 0.97026
H9 3.50099 -2.67669 -1.21701
H10 3.53714 -0.83683 -1.21067
H11 1.15089 -2.41720 -0.24830
H12 -1.38106 1.17868 2.12744
H13 -0.86740 2.52930 1.44688

The structure with the most favorable energy is entry ii; the runner-up is 7.3 kcal/mol above it.

Entry i
Molecular formula: C3H15N2O2
Method: DFT, wB97M-V/def2-TZVPD

- highest occupied orbital energy (eV) = -13.340
- LUMO (eV) = -9.24
- gap between HOMO and LUMO (eV) = 4.1
- charge = +1

Cartesian coordinates (Å):
C1 1.00918 -0.48711 0.20657
C2 1.87993 0.01341 1.28000
C3 2.43263 -0.06723 -0.19290
N1 1.19858 2.44643 -0.06493
N2 -0.60159 2.64487 1.83253
H1 0.73863 -1.53220 0.15815
H2 0.21350 0.21363 0.00237
H3 1.59892 0.98955 1.61045
H4 2.50993 -0.57453 1.93880
H5 2.67452 0.92016 -0.63721
H6 2.86917 -0.92211 -0.69109
H7 0.06691 2.70837 1.00917
H8 0.58798 2.79373 -0.82006
H9 1.94755 3.11858 0.16086
H10 -0.93414 3.59851 1.99641
H11 -1.45624 2.13966 1.58888
H12 -2.17463 -3.43953 -1.25210
H13 -1.97604 -4.03430 0.14471
O1 -1.56972 -3.44248 -0.49350
H14 -3.53660 -2.41398 -3.37056
H15 -3.98451 -1.99959 -1.96245
O2 -3.49396 -2.67385 -2.44410

Entry ii
Molecular formula: C3H15N2O2
Method: DFT, wB97M-V/def2-TZVPD

- highest occupied orbital energy (eV) = -13.290
- LUMO (eV) = -3.02
- gap between HOMO and LUMO (eV) = 10.3
- charge = +1

Cartesian coordinates (Å):
C1 2.12824 -0.36118 0.35579
C2 1.06312 -1.43749 -0.16243
C3 -0.30056 -0.92921 0.22339
N1 -0.95272 -0.28538 -0.96363
N2 2.08852 0.76101 -0.62235
H1 3.13225 -0.92436 0.39178
H2 1.82357 0.05633 1.31364
H3 1.10852 -1.70162 -1.25192
H4 1.25803 -2.29761 0.49426
H5 -0.89758 -1.78236 0.49900
H6 -0.30641 -0.29818 1.14947
H7 -1.28578 -0.99983 -1.69338
H8 -0.19247 0.41065 -1.35386
H9 -1.65051 0.48257 -0.75145
H10 2.24357 0.42134 -1.52533
H11 2.74022 1.40117 -0.42854
H12 -1.71765 3.00021 -1.62439
H13 -1.98482 2.44621 -0.21592
O1 -1.91458 2.18581 -1.13569
H14 -2.90132 -0.27403 2.60655
H15 -1.45375 0.44478 2.53121
O2 -2.02787 -0.31883 2.16380

The structure with the most favorable energy is entry ii; the runner-up is 161.9 kcal/mol above it.